ORCA calculation (ωB97M-V with the def2-TZVPD basis set) on a 2-piece molecular cluster, C17H35F3NO5P overall in a non-equilibrium geometry.

Cartesian coordinates (Å):
C (1.584, 1.719, 1.810)
C (1.920, 0.428, 1.306)
C (2.436, -0.976, 0.558)
C (2.224, -2.262, 1.563)
C (1.814, -3.661, 0.812)
P (0.068, -3.687, 0.040)
C (-1.484, -3.992, -1.094)
C (-2.481, -2.694, -1.193)
O (-1.836, -1.466, -1.703)
C (-2.785, -0.339, -1.761)
C (-1.932, 0.990, -1.210)
F (-1.074, 0.447, -0.093)
F (-1.015, 1.522, -2.253)
F (-2.804, 2.015, -0.583)
O (-0.628, -4.897, 1.140)
C (-1.689, -4.305, 2.020)
C (-1.169, -2.771, 2.277)
C (-2.242, -1.576, 2.606)
C (-3.395, -1.959, 3.706)
O (-4.250, -0.736, 3.861)
O (-0.614, -2.341, 0.950)
H (1.080, 2.730, 2.191)
H (3.610, -0.824, 0.410)
H (1.880, -1.058, -0.469)
H (1.506, -2.004, 2.471)
H (3.290, -2.457, 2.065)
H (2.601, -3.975, 0.003)
H (1.829, -4.509, 1.645)
H (0.644, -4.738, -0.810)
H (0.478, -2.669, -0.905)
H (-2.027, -4.947, -0.684)
H (-1.089, -4.287, -2.180)
H (-3.326, -2.970, -1.990)
H (-2.985, -2.563, -0.141)
H (-3.723, -0.454, -1.069)
H (-3.184, -0.098, -2.845)
H (-1.643, -5.019, 2.970)
H (-2.729, -4.497, 1.515)
H (-0.360, -2.918, 3.130)
H (-2.710, -1.174, 1.599)
H (-1.623, -0.677, 3.066)
H (-4.106, -2.800, 3.270)
H (-2.984, -2.217, 4.779)
H (-3.767, -0.014, 3.343)
C (1.022, 5.786, -2.276)
C (1.633, 5.128, -1.048)
C (3.150, 4.900, -1.157)
O (3.423, 3.803, -2.036)
C (3.631, 4.181, -3.396)
N (0.996, 3.784, -0.873)
H (0.950, 5.104, -3.128)
H (0.004, 6.127, -2.059)
H (1.604, 6.660, -2.584)
H (1.399, 5.718, -0.154)
H (3.526, 4.600, -0.172)
H (3.693, 5.809, -1.444)
H (4.006, 5.202, -3.498)
H (2.697, 4.067, -3.946)
H (4.357, 3.496, -3.834)
H (-0.022, 3.797, -0.989)
H (1.219, 3.378, 0.043)
H (1.406, 3.141, -1.571)

## Properties
Charge   0
Orbital gap   5.13 eV

ORCA calculation (ωB97M-V with the def2-TZVPD basis set) on a 4-piece molecular cluster, C17H35IN4O5 overall.

Cartesian coordinates (Å):
C (7.734, -5.381, 0.366)
C (6.363, -5.986, 0.736)
C (5.223, -4.969, 0.652)
C (3.857, -5.633, 0.851)
O (2.893, -4.835, 1.526)
C (2.648, -3.601, 0.948)
C (2.229, -3.517, -0.528)
C (1.891, -2.015, -0.555)
I (0.642, -1.436, -2.162)
C (1.218, -1.813, 0.810)
O (0.604, -0.837, 1.185)
N (1.460, -2.961, 1.542)
H (7.616, -4.464, -0.217)
H (8.296, -5.129, 1.271)
H (8.345, -6.083, -0.208)
H (6.141, -6.852, 0.102)
H (6.414, -6.358, 1.766)
H (5.361, -4.231, 1.456)
H (5.272, -4.411, -0.290)
H (3.441, -5.953, -0.114)
H (3.992, -6.522, 1.474)
H (3.495, -2.910, 1.121)
H (2.942, -3.887, -1.263)
H (1.264, -4.033, -0.583)
H (2.823, -1.442, -0.595)
H (1.430, -2.852, 2.548)
C (-0.806, 1.797, 1.894)
N (-1.676, 2.897, 1.521)
C (-2.110, 3.927, 2.271)
C (-1.596, 4.024, 3.685)
O (-2.906, 4.751, 1.820)
H (0.080, 1.778, 1.259)
H (-1.333, 0.852, 1.777)
H (-0.492, 1.893, 2.928)
H (-2.050, 2.891, 0.586)
H (-2.041, 4.898, 4.149)
H (-1.877, 3.136, 4.252)
H (-0.510, 4.124, 3.700)
C (-5.740, 3.437, -0.523)
N (-4.955, 2.929, 0.581)
C (-5.085, 1.735, 1.213)
C (-6.175, 0.805, 0.727)
O (-4.347, 1.424, 2.136)
H (-5.101, 3.639, -1.385)
H (-6.238, 4.367, -0.243)
H (-6.495, 2.717, -0.821)
H (-4.217, 3.523, 0.948)
H (-6.143, -0.097, 1.330)
H (-7.158, 1.267, 0.830)
H (-6.024, 0.537, -0.320)
C (-0.801, 3.347, -2.535)
N (-1.296, 2.762, -3.765)
C (-1.980, 3.363, -4.777)
C (-2.264, 4.842, -4.640)
O (-2.337, 2.725, -5.752)
H (0.283, 3.238, -2.472)
H (-1.245, 2.842, -1.675)
H (-1.049, 4.401, -2.486)
H (-1.129, 1.781, -3.922)
H (-2.807, 5.161, -5.523)
H (-2.869, 5.047, -3.757)
H (-1.337, 5.411, -4.566)

## Properties
Charge   0
Structure (SMILES)   CCCCO[C@H]1C[C@@H](I)C(=O)N1.CNC(C)=O.CNC(C)=O.CNC(C)=O
Orbital gap   9.25 eV

ORCA calculation (ωB97M-V with the def2-TZVPD basis set) on C17H35IO16V as an isolated structure in a non-equilibrium geometry.

Cartesian coordinates (Å):
V (3.398, 23.750, 11.204)
C (0.648, 27.373, 11.242)
C (0.651, 25.934, 10.692)
O (1.733, 25.134, 10.991)
H (0.637, 27.257, 12.325)
H (-0.206, 27.923, 10.846)
H (1.520, 28.020, 11.137)
H (0.620, 26.040, 9.608)
H (-0.312, 25.441, 10.821)
I (5.838, 22.034, 11.331)
C (1.922, 20.344, 13.555)
O (0.786, 20.626, 12.780)
C (0.899, 21.390, 11.682)
O (1.959, 22.049, 11.408)
O (-0.274, 21.417, 11.040)
C (-0.457, 22.069, 9.777)
H (1.742, 19.732, 14.439)
H (2.355, 21.256, 13.966)
H (2.669, 19.786, 12.991)
H (-1.349, 22.695, 9.773)
H (-0.354, 21.462, 8.877)
H (0.389, 22.752, 9.703)
C (3.666, 27.702, 13.177)
O (4.866, 27.739, 12.385)
C (5.290, 26.570, 11.802)
O (4.669, 25.495, 11.824)
O (6.492, 26.717, 11.152)
C (6.952, 25.546, 10.443)
H (3.267, 28.677, 13.456)
H (3.580, 27.182, 14.132)
H (2.938, 27.394, 12.426)
H (7.770, 25.942, 9.840)
H (6.301, 25.025, 9.741)
H (7.369, 24.820, 11.140)
C (1.919, 25.164, 7.255)
O (2.577, 23.976, 6.878)
C (3.041, 23.097, 7.747)
O (3.339, 23.365, 8.871)
O (3.240, 21.910, 7.138)
C (4.223, 20.933, 7.500)
H (0.830, 25.156, 7.205)
H (2.122, 26.029, 6.624)
H (2.248, 25.224, 8.293)
H (4.270, 20.099, 6.799)
H (4.049, 20.472, 8.472)
H (5.172, 21.468, 7.460)
C (7.278, 23.536, 6.993)
O (7.197, 24.922, 6.670)
C (8.184, 25.433, 5.841)
O (9.284, 24.980, 5.617)
O (7.664, 26.532, 5.322)
C (8.442, 27.419, 4.513)
H (6.606, 22.985, 6.335)
H (6.854, 23.550, 7.997)
H (8.255, 23.069, 6.870)
H (8.323, 27.121, 3.471)
H (9.494, 27.367, 4.797)
H (8.049, 28.428, 4.635)
C (0.947, 24.776, 14.678)
O (2.188, 24.428, 15.285)
C (3.201, 23.872, 14.703)
O (3.166, 23.554, 13.489)
O (4.221, 23.678, 15.562)
C (5.405, 23.234, 15.017)
H (0.198, 24.983, 15.442)
H (0.612, 24.006, 13.983)
H (1.206, 25.651, 14.082)
H (5.178, 22.396, 14.359)
H (6.228, 22.930, 15.664)
H (5.784, 24.077, 14.439)

## Properties
Expectation value of S²   3.75
Charge   0
Spin multiplicity   4
Relative energy (zero: lowest compared OMol25 entry of this formula, charge and spin)   3.420 eV
Orbital gap (alpha / beta)   7.62 / 8.20 eV

ORCA calculation (ωB97M-V with the def2-TZVPD basis set) on a 8-piece molecular cluster, C17H35NO29S7 overall in a non-equilibrium geometry.

Cartesian coordinates (Å):
O (-1.696, 0.113, 6.477)
S (-0.637, 0.666, 5.655)
O (0.372, -0.188, 5.071)
O (-1.349, 1.573, 4.468)
C (-0.689, 2.760, 4.314)
C (-0.103, 3.230, 5.583)
O (-0.125, 2.068, 6.356)
H (0.108, 2.602, 3.588)
H (-1.234, 3.560, 3.812)
H (-0.535, 4.090, 6.094)
H (0.902, 3.623, 5.426)
O (0.641, -5.782, 4.197)
S (0.441, -4.307, 4.183)
O (0.463, -3.626, 5.501)
O (1.395, -3.339, 3.156)
C (0.656, -2.206, 2.600)
C (-0.835, -2.477, 2.947)
O (-0.891, -3.819, 3.391)
H (1.125, -1.320, 3.030)
H (0.984, -2.091, 1.567)
H (-1.358, -2.467, 1.991)
H (-1.127, -1.783, 3.737)
O (1.588, 4.912, -0.075)
S (0.983, 3.613, 0.269)
O (1.778, 2.460, 0.764)
O (-0.389, 3.694, 1.223)
C (-1.548, 4.232, 0.516)
C (-1.097, 4.069, -0.951)
O (-0.025, 3.165, -0.946)
H (-2.331, 3.556, 0.861)
H (-1.778, 5.240, 0.863)
H (-0.929, 5.129, -1.142)
H (-1.913, 3.626, -1.522)
O (3.775, -1.434, -2.205)
S (4.154, -1.352, -0.726)
O (3.060, -1.069, 0.195)
O (5.187, -2.601, -0.218)
C (6.402, -2.375, -0.739)
C (6.734, -0.986, -0.291)
O (5.465, -0.290, -0.546)
H (6.991, -3.073, -0.144)
H (6.402, -2.708, -1.777)
H (7.528, -0.514, -0.870)
H (7.099, -0.825, 0.723)
O (-7.324, -2.839, -2.120)
S (-5.961, -3.270, -2.336)
O (-5.681, -3.683, -3.717)
O (-4.900, -2.164, -1.581)
C (-4.181, -2.693, -0.425)
C (-4.969, -3.896, -0.058)
O (-5.447, -4.422, -1.248)
H (-3.223, -2.982, -0.857)
H (-4.179, -2.016, 0.429)
H (-5.835, -3.872, 0.604)
H (-4.336, -4.594, 0.491)
O (-1.861, -2.710, -5.876)
S (-1.571, -2.069, -4.570)
O (-0.329, -2.419, -3.876)
O (-1.576, -0.425, -4.825)
C (-2.819, 0.229, -4.572)
C (-3.522, -0.727, -3.618)
O (-2.756, -1.911, -3.400)
H (-2.756, 1.233, -4.153)
H (-3.166, 0.249, -5.605)
H (-4.571, -0.866, -3.881)
H (-3.637, -0.265, -2.638)
O (6.893, 2.941, -3.721)
S (5.549, 2.299, -3.529)
O (5.297, 0.979, -4.017)
O (5.074, 2.312, -1.931)
C (3.660, 2.331, -1.859)
C (3.226, 3.277, -3.017)
O (4.365, 3.334, -3.972)
H (3.295, 1.304, -1.830)
H (3.480, 2.999, -1.017)
H (3.026, 4.255, -2.579)
H (2.466, 2.797, -3.633)
C (-0.073, -0.424, -1.179)
N (-0.765, -0.282, 0.098)
C (-1.948, 0.223, 0.275)
C (-2.405, 0.337, 1.648)
O (-2.604, 0.696, -0.698)
H (0.553, 0.447, -1.373)
H (-0.744, -0.624, -2.014)
H (0.515, -1.322, -0.988)
H (-0.226, -0.238, 0.951)
H (-1.737, -0.098, 2.392)
H (-3.362, -0.184, 1.618)
H (-2.581, 1.401, 1.802)

## Properties
Charge   0
Structure (SMILES)   O=S1(=O)OCCO1.O=S1(=O)OCCO1.O=S1(=O)OCCO1.O=S1(=O)OCCO1.O=S1(=O)OCCO1.O=S1(=O)OCCO1.O=S1(=O)OCCO1.CNC(C)=O
Relative energy (zero: lowest compared OMol25 entry of this formula, charge and spin)   6.818 eV
Orbital gap   10.01 eV

ORCA calculation (ωB97M-V with the def2-TZVPD basis set) on C17H35NO8PS2 as an isolated structure in a non-equilibrium geometry.

Cartesian coordinates (Å):
C (-2.135, 4.432, -0.927)
C (-2.178, 3.329, -1.741)
C (-0.926, 2.552, -2.064)
S (-1.288, 0.812, -2.332)
O (-0.002, 0.148, -2.353)
O (-1.955, 0.822, -3.616)
N (-2.319, 0.318, -1.214)
S (-1.696, -0.492, 0.052)
O (-1.005, -1.715, -0.297)
O (-2.825, -0.721, 0.929)
P (-0.295, 0.549, 1.299)
C (1.417, 0.200, 0.754)
C (-0.625, 2.350, 1.355)
H (-2.655, 4.454, 0.025)
H (-1.532, 5.295, -1.209)
H (-3.096, 2.991, -2.214)
H (-0.145, 2.689, -1.329)
H (-0.535, 2.914, -3.023)
H (1.629, 0.423, -0.288)
H (1.624, -0.835, 1.007)
H (2.056, 0.807, 1.399)
H (0.044, 2.952, 0.741)
H (-1.642, 2.572, 1.042)
H (-0.507, 2.646, 2.395)
C (0.495, -4.652, 0.535)
C (0.040, -6.058, 0.806)
O (0.483, -6.733, 1.712)
C (-1.021, -6.604, -0.121)
H (1.253, -4.359, 1.258)
H (0.918, -4.580, -0.469)
H (-0.349, -3.962, 0.610)
H (-0.653, -6.607, -1.149)
H (-1.917, -5.985, -0.065)
H (-1.269, -7.622, 0.172)
C (5.628, -6.165, -0.319)
C (4.649, -5.617, 0.697)
O (4.794, -4.518, 1.175)
C (3.492, -6.507, 1.079)
H (6.407, -5.429, -0.504)
H (6.085, -7.081, 0.059)
H (5.112, -6.380, -1.256)
H (3.867, -7.435, 1.515)
H (2.890, -6.739, 0.200)
H (2.866, -6.005, 1.807)
C (3.917, 4.530, -1.440)
C (2.870, 3.531, -1.878)
O (2.073, 3.068, -1.101)
C (2.861, 3.131, -3.333)
H (3.808, 4.724, -0.375)
H (4.916, 4.132, -1.629)
H (3.793, 5.466, -1.987)
H (3.815, 2.674, -3.602)
H (2.691, 4.008, -3.961)
H (2.063, 2.410, -3.502)
C (-4.718, 4.325, 3.611)
C (-5.214, 4.284, 2.185)
O (-4.471, 4.465, 1.252)
C (-6.683, 4.001, 1.979)
H (-3.650, 4.534, 3.614)
H (-5.237, 5.109, 4.166)
H (-4.893, 3.363, 4.095)
H (-7.285, 4.770, 2.465)
H (-6.936, 3.025, 2.397)
H (-6.902, 3.996, 0.914)

## Properties
Charge   -1
Relative energy (zero: lowest compared OMol25 entry of this formula, charge and spin)   1.111 eV
Orbital gap   7.25 eV

ORCA calculation (ωB97M-V with the def2-TZVPD basis set) on C17H36AsN5OTc as an isolated structure.

Cartesian coordinates (Å):
Tc (-0.382, -0.662, 0.250)
C (-3.256, 0.282, 0.404)
C (-2.626, 0.341, 1.797)
C (-3.261, 1.443, 2.648)
C (-1.132, 0.617, 1.692)
H (-4.333, 0.131, 0.461)
H (-2.871, -0.561, -0.199)
H (-3.074, 1.208, -0.148)
H (-2.775, -0.618, 2.296)
H (-3.110, 2.426, 2.195)
H (-2.845, 1.461, 3.655)
H (-4.336, 1.273, 2.732)
H (-0.576, 0.500, 2.619)
H (-0.937, 1.601, 1.252)
C (-2.069, 0.605, -4.337)
N (-1.168, 0.194, -3.248)
C (-1.195, -1.223, -2.911)
C (-0.577, 1.065, -2.425)
O (-0.370, 0.721, -1.188)
N (-0.207, 2.278, -2.807)
C (0.113, 2.617, -4.199)
C (0.112, 3.310, -1.818)
H (-2.977, 0.009, -4.259)
H (-1.623, 0.441, -5.316)
H (-2.339, 1.650, -4.222)
H (-1.257, -1.802, -3.830)
H (-2.059, -1.478, -2.288)
H (-0.265, -1.523, -2.426)
H (0.265, 1.715, -4.782)
H (1.042, 3.184, -4.194)
H (-0.665, 3.228, -4.654)
H (-0.368, 3.089, -0.871)
H (-0.258, 4.264, -2.187)
H (1.191, 3.381, -1.676)
C (2.231, 1.522, 2.803)
C (2.087, 0.016, 2.984)
As (1.870, -0.977, 1.337)
C (3.312, -0.461, 0.144)
C (3.066, 0.791, -0.690)
C (2.159, -2.838, 1.783)
C (3.606, -3.110, 2.184)
H (2.313, 1.997, 3.780)
H (1.374, 1.965, 2.293)
H (3.131, 1.777, 2.244)
H (1.245, -0.253, 3.622)
H (2.982, -0.422, 3.427)
H (3.501, -1.332, -0.485)
H (4.178, -0.341, 0.798)
H (2.193, 0.684, -1.335)
H (3.930, 0.974, -1.327)
H (2.920, 1.674, -0.069)
H (1.857, -3.426, 0.917)
H (1.459, -3.062, 2.589)
H (4.310, -2.873, 1.387)
H (3.714, -4.172, 2.406)
H (3.899, -2.563, 3.080)
N (-0.857, -2.272, 1.146)
C (-1.464, -3.266, 1.480)
N (-1.959, -4.273, 1.907)
C (-2.995, -5.094, 1.816)
N (-3.876, -5.832, 1.763)

## Properties
Expectation value of S²   3.81
Charge   +2
Spin multiplicity   4
Orbital gap (alpha / beta)   7.41 / 7.46 eV

| no. | E (Ha) |
| --- | --- |
| 1 | -1740.10683 |
| 2 | -1561.71802 |
| 3 | -3114.27323 |
| 4 | -5692.39279 |
| 5 | -2463.07681 |
| 6 | -3334.31025 |